C47H35AgF3GeOSb as an isolated structure, computed with ωB97M-V with the def2-TZVPD basis set.

Atoms and positions in Å:
Ag (0.95309, 0.45852, 0.09953)
O (3.96255, 1.76794, -0.29102)
C (3.19163, 1.19691, -0.89310)
C (-3.94651, 1.48896, -4.25124)
C (-3.25271, 1.91430, -3.12698)
C (-2.08719, 1.26682, -2.72610)
C (-1.60422, 0.18121, -3.45903)
C (-2.31196, -0.24805, -4.58347)
C (-3.47430, 0.40184, -4.97974)
Sb (0.19381, -0.78665, -2.76541)
C (-0.75872, -2.62780, -2.17672)
C (-2.07974, -2.96756, -2.45958)
C (-2.60666, -4.17711, -2.02494)
C (-1.82003, -5.06119, -1.29669)
C (-0.50779, -4.72689, -0.99449)
C (0.01690, -3.51409, -1.42651)
C (0.68732, -1.53418, -4.77597)
C (1.10470, -2.85319, -4.95633)
C (1.54051, -3.30978, -6.19590)
C (1.57263, -2.44949, -7.28452)
C (1.16834, -1.13061, -7.12057)
C (0.73503, -0.68136, -5.87865)
H (-4.85560, 1.99500, -4.55707)
H (-3.61791, 2.75284, -2.54440)
H (-1.56608, 1.59818, -1.82205)
H (-1.95206, -1.09325, -5.16002)
H (-4.01275, 0.05887, -5.85690)
H (-2.70707, -2.27977, -3.01659)
H (-3.63838, -4.42595, -2.24669)
H (-2.23592, -5.99941, -0.94831)
H (0.09688, -5.39449, -0.39166)
H (1.01981, -3.22685, -1.13107)
H (1.07494, -3.53995, -4.11711)
H (1.85468, -4.34108, -6.31408)
H (1.91042, -2.80250, -8.25191)
H (1.19057, -0.45045, -7.96487)
H (0.41834, 0.35133, -5.76939)
C (-0.09097, 2.25031, -0.28358)
Ge (-0.08213, 3.24734, 1.30754)
C (-1.53429, 4.64082, 1.45411)
C (-2.42304, 4.79725, 0.39086)
C (-3.46207, 5.72119, 0.44073)
C (-3.63807, 6.51024, 1.57301)
C (-2.76665, 6.36734, 2.64667)
C (-1.72735, 5.44332, 2.58045)
C (-0.44901, 2.10469, 2.89505)
C (0.08869, 2.32758, 4.16411)
C (-0.18979, 1.47594, 5.23031)
C (-1.02103, 0.37990, 5.04535)
C (-1.57134, 0.14323, 3.78967)
C (-1.28679, 0.99664, 2.73204)
C (1.52347, 4.31576, 1.88323)
C (1.62657, 5.70162, 1.76202)
C (2.81232, 6.37293, 2.05024)
C (3.92849, 5.66383, 2.47342)
C (3.84976, 4.28026, 2.59630)
C (2.66453, 3.62009, 2.29839)
H (0.28581, 2.85769, -1.12049)
H (-2.28536, 4.16102, -0.48120)
H (-4.14109, 5.82510, -0.39973)
H (-4.44964, 7.22855, 1.62037)
H (-2.90008, 6.97614, 3.53536)
H (-1.05264, 5.34240, 3.42696)
H (0.74446, 3.17472, 4.32210)
H (0.25084, 1.66337, 6.20416)
H (-1.23126, -0.29146, 5.87107)
H (-2.20849, -0.72033, 3.63347)
H (-1.68728, 0.79379, 1.74356)
H (0.75850, 6.27101, 1.43955)
H (2.86652, 7.45186, 1.94404)
H (4.85413, 6.18235, 2.69799)
H (4.71943, 3.71316, 2.91089)
H (2.62164, 2.53722, 2.36406)
F (3.10309, -7.36312, 5.26260)
C (2.34843, -7.49462, 4.14244)
F (1.16587, -8.00135, 4.57252)
F (2.92933, -8.46710, 3.41019)
C (2.19097, -6.21734, 3.39899)
C (1.57844, -5.13715, 4.03437)
C (1.41636, -3.93920, 3.37080)
C (1.86142, -3.77177, 2.04287)
C (2.47942, -4.87219, 1.42796)
C (2.64046, -6.07489, 2.09289)
C (1.67168, -2.53388, 1.37728)
C (1.44317, -1.44470, 0.86359)
H (1.22717, -5.25021, 5.05371)
H (0.93578, -3.09922, 3.85526)
H (2.83719, -4.75977, 0.41229)
H (3.11789, -6.91144, 1.59975)

Calculated values
Relative energy (zero: lowest compared OMol25 entry of this formula, charge and spin)   0.088 eV
Energy   -4650.8448 Eh
E_HOMO   -0.1 eV
Gap between HOMO and LUMO   4.254 eV
Charge   -2

Mulliken atomic charge list, values in e, 6 entries:
1 Ag -0.531
2 O -0.242
3 C -0.010
4 C -0.452
5 C -0.518
6 C 0.183

C47H35AsCsIN4O3 as an isolated structure, computed with ωB97M-V with the def2-TZVPD basis set.

Atoms and positions in Å:
Cs (-0.17111, -0.70190, 1.13096)
O (4.83062, 0.81552, 1.10148)
C (3.70606, 0.37235, 0.78806)
N (2.58379, 0.98925, 0.43976)
C (2.53420, 2.39025, 0.37231)
C (3.62484, 3.25970, 0.51389)
C (3.48545, 4.64264, 0.41897)
C (2.24873, 5.20442, 0.16694)
C (1.15226, 4.36368, 0.01596)
C (1.25425, 2.97728, 0.12974)
N (0.12762, 2.19309, -0.11613)
C (-0.96811, 2.29846, 0.57550)
O (-2.08226, 1.79635, 0.23999)
C (-0.93876, 2.83866, 1.99844)
C (-1.20200, 4.16032, 2.34394)
C (-1.16968, 4.51890, 3.67937)
C (-0.88725, 3.54897, 4.63002)
C (-0.65440, 2.25493, 4.19405)
N (-0.67569, 1.89986, 2.91151)
C (3.59180, -1.15992, 0.86693)
C (4.57877, -1.84459, 1.57809)
C (4.51693, -3.21978, 1.67737)
C (3.48128, -3.89231, 1.04388)
C (2.55124, -3.13743, 0.35351)
N (2.59131, -1.80799, 0.27038)
H (4.59155, 2.82774, 0.71039)
H (4.36079, 5.27289, 0.53831)
H (2.12988, 6.27889, 0.07381)
H (0.17917, 4.77428, -0.23233)
H (-1.41751, 4.88807, 1.57439)
H (-1.35549, 5.54501, 3.97524)
H (-0.84789, 3.78672, 5.68521)
H (-0.43649, 1.46052, 4.90083)
H (5.36816, -1.26442, 2.03350)
H (5.26024, -3.76554, 2.24721)
H (3.38163, -4.96801, 1.10367)
H (1.71445, -3.61498, -0.14842)
I (-2.52564, -4.10976, 2.01862)
C (-1.73458, -4.62814, 3.90651)
C (-2.38205, -5.59885, 4.61478)
C (-1.87547, -5.96872, 5.88298)
C (-0.75882, -5.35924, 6.37470)
C (-0.08651, -4.35090, 5.63528)
C (1.07422, -3.72605, 6.14879)
C (1.70020, -2.76063, 5.40852)
C (1.19048, -2.38622, 4.14229)
C (0.06429, -2.93667, 3.55564)
C (-0.56674, -3.94485, 4.35243)
H (-3.26605, -6.07643, 4.21507)
H (-2.37760, -6.73714, 6.46050)
H (-0.36791, -5.64258, 7.34771)
H (1.45392, -4.02199, 7.12201)
H (2.59471, -2.28171, 5.79827)
H (1.75555, -1.61647, 3.60887)
C (-6.28058, -0.08030, -2.73914)
C (-5.48348, -0.36004, -3.84194)
C (-4.10056, -0.30897, -3.73454)
C (-3.49729, 0.01760, -2.52107)
C (-4.30147, 0.30034, -1.41907)
C (-5.68699, 0.25332, -1.53055)
As (-1.53868, 0.08325, -2.23873)
C (-0.99614, -0.80354, -3.90076)
C (-0.93617, -2.16551, -4.14924)
C (-0.41966, -2.63157, -5.35224)
C (0.05394, -1.73179, -6.29925)
C (0.00684, -0.36660, -6.05367)
C (-0.52344, 0.10412, -4.85557)
C (-0.65659, 1.52388, -4.47221)
C (-0.29953, 2.61404, -5.26281)
C (-0.50256, 3.89927, -4.78630)
C (-1.06423, 4.10325, -3.52972)
C (-1.41278, 3.02342, -2.73181)
C (-1.20328, 1.73754, -3.20599)
H (-7.36064, -0.12209, -2.82235)
H (-5.94200, -0.61917, -4.78992)
H (-3.48816, -0.52788, -4.60142)
H (-3.83211, 0.58347, -0.48387)
H (-6.30258, 0.47696, -0.66723)
H (-1.28602, -2.86911, -3.40168)
H (-0.37364, -3.69663, -5.54713)
H (0.46909, -2.09733, -7.23132)
H (0.38706, 0.32579, -6.79567)
H (0.13976, 2.46525, -6.24245)
H (-0.21702, 4.74879, -5.39597)
H (-1.21223, 5.11246, -3.16342)
H (-1.83388, 3.15855, -1.74463)
C (2.68390, -0.10897, -2.73529)
O (1.43539, 0.23992, -2.18650)
H (3.45073, 0.63770, -2.50106)
H (2.56922, -0.16336, -3.82149)
H (3.03251, -1.08303, -2.37166)
H (1.59293, 0.49143, -1.25202)

Calculated values
Relative energy (zero: lowest compared OMol25 entry of this formula, charge and spin)   0.225 eV
Energy   -4810.4488 Eh
E_HOMO   -1.9 eV
Gap between HOMO and LUMO   5.691 eV
Charge   -2

Mulliken atomic charge list, values in e, 6 entries:
1 Cs 1.500
2 O -0.861
3 C 0.221
4 N 0.083
5 C -0.191
6 C -0.700

C47H35Cl2F3MnNO4P2SSi as an isolated structure, computed with ωB97M-V with the def2-TZVPD basis set.

Atoms and positions in Å:
Mn (0.35816, 0.55268, -0.02798)
C (3.93376, 1.57258, -0.64438)
Si (2.62686, 0.22578, -0.18118)
C (3.12416, -0.41812, 1.58492)
C (4.39826, -0.87362, 1.89182)
C (4.72716, -1.27772, 3.17602)
C (3.78626, -1.20692, 4.19102)
C (2.51136, -0.74362, 3.91782)
C (2.17556, -0.37152, 2.61932)
P (0.51946, 0.27728, 2.20542)
C (0.04386, 1.43658, 3.51942)
C (0.31896, 2.79228, 3.37382)
C (-0.08934, 3.68778, 4.34642)
C (-0.75454, 3.23218, 5.47382)
C (-1.00094, 1.87808, 5.63922)
C (-0.61144, 0.97908, 4.66352)
C (-0.71044, -1.04302, 2.44992)
C (-0.29984, -2.30922, 2.58132)
C (-1.21544, -3.42562, 2.24062)
C (-2.62394, -3.09302, 2.60572)
C (-3.03974, -1.83032, 2.62982)
C (-2.16444, -0.71782, 2.17582)
C (2.54876, -1.06112, -1.64378)
C (3.52026, -2.02702, -1.86988)
C (3.43856, -2.88532, -2.95618)
C (2.37366, -2.79552, -3.83628)
C (1.39596, -1.83552, -3.63968)
C (1.47066, -0.98362, -2.54538)
P (0.27916, 0.39628, -2.35058)
C (-1.48624, -0.10992, -2.48688)
C (-1.89944, -1.50392, -2.44828)
C (-3.07854, -1.85162, -1.92998)
C (-4.00764, -0.83192, -1.36398)
C (-3.81124, 0.60968, -1.87878)
C (-2.39814, 0.86548, -2.30248)
C (0.60976, 1.20708, -3.95608)
C (-0.38894, 1.43688, -4.89708)
C (-0.05074, 1.90038, -6.15728)
C (1.27276, 2.13418, -6.48588)
C (2.26696, 1.93008, -5.54098)
C (1.93856, 1.47528, -4.27898)
H (4.88926, 1.10768, -0.86798)
H (4.07836, 2.27088, 0.17482)
H (3.62386, 2.14978, -1.51098)
H (5.14466, -0.89522, 1.11422)
H (5.72576, -1.62712, 3.39052)
H (4.05046, -1.49672, 5.19702)
H (1.78086, -0.65312, 4.71112)
H (0.84756, 3.12748, 2.49262)
H (0.10666, 4.74178, 4.22452)
H (-1.08084, 3.92958, 6.23002)
H (-1.50144, 1.51878, 6.52762)
H (-0.81444, -0.07802, 4.78212)
H (0.73376, -2.54222, 2.79342)
H (-0.90694, -4.38932, 2.65162)
H (-3.27094, -3.90602, 2.89052)
H (-4.04074, -1.58192, 2.94752)
H (-2.43304, 0.23408, 2.64912)
H (4.35026, -2.10862, -1.18298)
H (4.21146, -3.62062, -3.12328)
H (2.30856, -3.46692, -4.67778)
H (0.58086, -1.74122, -4.34428)
H (-1.23104, -2.24072, -2.85778)
H (-3.37774, -2.88842, -1.90978)
H (-5.04194, -1.15662, -1.48918)
H (-4.51834, 0.98708, -2.62248)
H (-2.10874, 1.90948, -2.38068)
H (-1.42474, 1.23658, -4.66118)
H (-0.82884, 2.06358, -6.88788)
H (1.53216, 2.47028, -7.47698)
H (3.29856, 2.11438, -5.79608)
H (2.70916, 1.29798, -3.54148)
Cl (0.07366, 5.29568, 0.48732)
C (-1.16894, 4.11488, 0.34432)
C (-2.50084, 4.49398, 0.32472)
C (-3.49454, 3.53978, 0.12282)
Cl (-5.12414, 4.07868, -0.04328)
C (-3.18914, 2.18808, 0.04992)
C (-4.09674, 1.11028, -0.41768)
C (-3.79774, -0.31812, 0.09832)
C (-2.35764, -0.51892, 0.60812)
N (-1.46234, 0.51288, 0.24312)
C (-1.84914, 1.79408, 0.19572)
C (-0.80144, 2.76508, 0.22532)
O (0.42616, 2.34918, 0.14942)
H (-2.75964, 5.53528, 0.41832)
H (-5.14514, 1.37978, -0.29648)
H (-4.50814, -0.71362, 0.82262)
H (-2.00974, -1.46482, 0.16792)
F (1.27786, -4.81012, 1.37742)
C (1.57846, -3.92922, 0.43102)
F (2.43246, -3.05392, 0.93862)
F (2.15236, -4.55282, -0.57658)
S (0.00176, -3.07162, -0.18408)
O (-0.22104, -3.61872, -1.46588)
O (-1.10214, -3.61862, 0.74672)
O (0.24506, -1.64762, -0.07768)

Calculated values
Relative energy (zero: lowest compared OMol25 entry of this formula, charge and spin)   6.285 eV
Energy   -5908.8179 Eh
E_HOMO (alpha / beta)   -9.9 / -10.4 eV
Gap between HOMO and LUMO (alpha / beta)   6.935 / 6.646 eV
Charge   +1
2S+1   4

Mulliken atomic charge list, values in e, 6 entries:
1 Mn -0.573
2 C -1.540
3 Si 0.337
4 C -0.424
5 C -0.418
6 C -1.033

C47H35N2O5P2S2W as an isolated structure, computed with ωB97M-V with the def2-TZVPD basis set.

Atoms and positions in Å:
W (0.02273, 0.33642, 0.04261)
C (-5.18094, -1.59368, 4.35098)
C (-5.50802, -1.98373, 3.06074)
C (-4.67630, -1.66390, 1.99870)
C (-3.49822, -0.95423, 2.22465)
C (-3.16708, -0.57894, 3.52529)
C (-4.00792, -0.89113, 4.58151)
P (-2.31444, -0.66135, 0.85844)
C (-3.34856, -0.84980, -0.63660)
C (-4.50728, -0.08862, -0.77344)
C (-5.23761, -0.13680, -1.95217)
C (-4.80972, -0.94252, -2.99714)
C (-3.65034, -1.69483, -2.86457)
C (-2.91490, -1.64685, -1.69137)
C (-1.29686, -2.14394, 0.92817)
C (-1.67108, -3.42718, 1.29532)
C (-0.69536, -4.41069, 1.32814)
C (0.61652, -4.07999, 1.02011)
C (0.97036, -2.78273, 0.66857)
C (0.01708, -1.76302, 0.60188)
H (-5.83565, -1.84327, 5.17523)
H (-6.41507, -2.54523, 2.87870)
H (-4.94002, -1.97182, 0.99670)
H (-2.23838, -0.06175, 3.71693)
H (-3.74550, -0.58816, 5.58686)
H (-4.83978, 0.54092, 0.04567)
H (-6.14201, 0.45113, -2.05100)
H (-5.38291, -0.98835, -3.91422)
H (-3.31877, -2.32217, -3.68179)
H (-1.99700, -2.21483, -1.59942)
H (-2.69945, -3.65269, 1.55169)
H (-0.95252, -5.42650, 1.59909)
H (1.38211, -4.84466, 1.05872)
H (2.00800, -2.58071, 0.44181)
O (0.56673, -0.59142, -1.88569)
S (2.02855, -0.71530, -1.61831)
O (2.59457, -2.00361, -1.81018)
O (2.12032, -0.14146, -0.22271)
C (2.93584, 0.44991, -2.57559)
C (4.02289, 0.05019, -3.33392)
C (4.77413, 1.01766, -3.98020)
C (4.43927, 2.35921, -3.84516)
C (3.35125, 2.74483, -3.07659)
C (2.58162, 1.78693, -2.42933)
P (1.06542, 2.21609, -1.48545)
C (1.61073, 3.70293, -0.57613)
C (1.63463, 5.00235, -1.07944)
C (2.06048, 6.04955, -0.27475)
C (2.47993, 5.80985, 1.02412)
C (2.49501, 4.51456, 1.52033)
C (2.05831, 3.46904, 0.72574)
C (0.05959, 2.79329, -2.90124)
C (0.00766, 1.98229, -4.03661)
C (-0.75534, 2.35797, -5.12856)
C (-1.48189, 3.54103, -5.09843)
C (-1.46049, 4.33294, -3.96253)
C (-0.69741, 3.96133, -2.86426)
H (4.26461, -1.00240, -3.40099)
H (5.62506, 0.72681, -4.58032)
H (5.03212, 3.11341, -4.34558)
H (3.09921, 3.79252, -2.97834)
H (1.32233, 5.20353, -2.09575)
H (2.06160, 7.05753, -0.66930)
H (2.79806, 6.63172, 1.65209)
H (2.83041, 4.32220, 2.53087)
H (2.05945, 2.45666, 1.10387)
H (0.55248, 1.04769, -4.05744)
H (-0.78137, 1.72464, -6.00551)
H (-2.06468, 3.84137, -5.95929)
H (-2.04089, 5.24635, -3.92191)
H (-0.69426, 4.58617, -1.98091)
S (0.69305, 0.99081, 4.60170)
C (2.06123, 0.24096, 3.89540)
C (1.85424, 0.04058, 2.57847)
N (0.63032, 0.47705, 2.10018)
C (-0.07785, 0.98040, 3.08995)
H (2.92985, -0.01218, 4.47922)
H (2.56074, -0.41099, 1.90344)
H (-1.04288, 1.43231, 2.96109)
O (-1.44209, 1.01212, -1.25330)
C (-1.76214, 2.01495, -0.53932)
N (-0.97408, 2.15938, 0.54985)
C (-1.36396, 3.34151, 1.20755)
O (-0.86484, 3.74798, 2.22380)
C (-2.50005, 3.90434, 0.43530)
C (-3.24651, 5.04700, 0.62876)
C (-4.27767, 5.31468, -0.26377)
C (-4.54961, 4.44951, -1.32398)
C (-3.79192, 3.31031, -1.53370)
C (-2.76107, 3.04805, -0.64335)
H (-3.02314, 5.70740, 1.45682)
H (-4.87986, 6.20445, -0.13966)
H (-5.37004, 4.67654, -1.99210)
H (-3.98406, 2.63517, -2.35733)

Calculated values
Relative energy (zero: lowest compared OMol25 entry of this formula, charge and spin)   0.669 eV
Energy   -3843.7812 Eh
E_HOMO   -9.5 eV
Gap between HOMO and LUMO   6.032 eV
Charge   +1

Mulliken atomic charge list, values in e, 6 entries:
1 W 1.931
2 C -0.610
3 C -0.807
4 C -0.532
5 C 0.773
6 C -0.307